# 1
Molecular formula: C36H77N2O24S
Method: DFT, ωB97M-V/def2-TZVPD

Last column: Löwdin charge in e.
Atoms and positions in Å:
N -2.527 0.257 -2.227  0.0299
C -2.952 1.151 -3.309  -0.2658
C -3.874 2.270 -2.806  -0.1902
C -5.345 1.893 -2.965  -0.2151
C -6.259 2.826 -2.207  -0.1954
N -7.689 2.311 -2.266  -0.2801
S -7.978 1.044 -1.044  0.9117
H -3.002 0.473 -1.360  0.0465
H -2.717 -0.714 -2.442  0.0609
H -2.088 1.578 -3.820  0.1048
H -3.492 0.565 -4.061  0.1095
H -3.650 2.463 -1.751  0.1140
H -3.656 3.199 -3.336  0.1235
H -5.600 1.911 -4.030  0.1306
H -5.481 0.864 -2.612  0.1031
H -5.991 2.896 -1.153  0.1247
H -6.268 3.828 -2.635  0.1429
H -8.369 3.063 -2.150  0.1400
H -7.835 1.920 -3.200  0.1397
H -8.416 0.090 -1.882  -0.0841
C 0.805 2.853 -0.544  -0.0477
C -0.179 3.095 -1.665  -0.2097
O -0.661 4.453 -1.677  0.0241
C 0.182 5.349 -2.199  -0.6177
O 1.247 5.109 -2.701  0.1326
O -0.375 6.555 -2.086  -0.0025
C 0.432 7.627 -2.593  -0.0246
H 0.370 3.143 0.414  0.0855
H 1.072 1.797 -0.499  0.0709
H 1.716 3.430 -0.691  0.0823
H -1.072 2.486 -1.526  0.0927
H 0.251 2.850 -2.636  0.1273
H 0.726 7.437 -3.622  0.0988
H 1.320 7.757 -1.977  0.0990
H -0.186 8.519 -2.543  0.0875
C 2.891 6.857 2.225  -0.0600
C 1.641 6.023 2.398  -0.2125
O 1.911 4.781 3.070  0.0306
C 2.044 4.869 4.394  -0.6141
O 1.908 5.864 5.056  0.1249
O 2.328 3.655 4.863  0.0053
C 2.520 3.598 6.280  -0.0349
H 3.665 6.280 1.717  0.0834
H 2.668 7.742 1.629  0.0791
H 3.280 7.182 3.189  0.0776
H 1.242 5.726 1.429  0.1107
H 0.867 6.569 2.938  0.1234
H 1.664 4.019 6.803  0.0955
H 3.422 4.138 6.561  0.0992
H 2.626 2.544 6.522  0.0933
C 4.210 -3.272 0.976  -0.0561
C 3.135 -3.295 2.037  -0.1991
O 2.315 -2.110 1.998  0.0429
C 1.381 -2.091 1.056  -0.6121
O 1.127 -2.975 0.277  0.1144
O 0.736 -0.923 1.129  0.0051
C -0.290 -0.767 0.149  -0.0671
H 4.809 -2.365 1.062  0.0824
H 4.867 -4.134 1.100  0.0741
H 3.778 -3.305 -0.024  0.0771
H 3.574 -3.288 3.032  0.1241
H 2.498 -4.175 1.946  0.1225
H -0.984 -1.605 0.184  0.0896
H 0.138 -0.691 -0.850  0.0937
H -0.810 0.156 0.392  0.0807
C 8.186 -8.418 3.821  -0.0578
C 7.383 -8.060 2.590  -0.2050
O 6.975 -6.679 2.602  0.0251
C 7.915 -5.799 2.264  -0.6137
O 9.037 -6.049 1.914  0.1308
O 7.387 -4.576 2.368  -0.0149
C 8.297 -3.512 2.067  -0.0355
H 7.627 -8.168 4.724  0.0783
H 8.393 -9.488 3.830  0.0842
H 9.134 -7.882 3.842  0.0765
H 6.454 -8.626 2.572  0.1142
H 7.935 -8.276 1.676  0.1242
H 8.756 -3.662 1.092  0.0973
H 9.071 -3.449 2.830  0.0991
H 7.702 -2.604 2.065  0.0886
C -0.881 -1.533 -7.440  -0.0615
C -2.108 -2.351 -7.102  -0.2112
O -1.770 -3.537 -6.365  0.0429
C -1.524 -3.363 -5.070  -0.6140
O -1.615 -2.324 -4.461  0.0968
O -1.159 -4.529 -4.552  0.0145
C -0.811 -4.491 -3.161  -0.0242
H -0.152 -2.144 -7.972  0.0855
H -1.158 -0.693 -8.077  0.0806
H -0.411 -1.142 -6.538  0.0752
H -2.589 -2.721 -8.005  0.1240
H -2.835 -1.769 -6.535  0.1136
H -1.620 -4.062 -2.573  0.0899
H 0.097 -3.911 -3.012  0.1007
H -0.645 -5.523 -2.871  0.0974
C -2.223 13.076 -6.425  -0.0643
C -2.419 13.840 -5.134  -0.2033
O -3.301 13.144 -4.231  0.0399
C -2.753 12.141 -3.556  -0.6136
O -1.602 11.788 -3.604  0.1170
O -3.696 11.590 -2.786  0.0043
C -3.229 10.498 -1.995  -0.0466
H -3.186 12.861 -6.889  0.0816
H -1.629 13.670 -7.118  0.0820
H -1.704 12.135 -6.247  0.0747
H -2.915 14.791 -5.316  0.1239
H -1.472 14.032 -4.632  0.1238
H -2.370 10.791 -1.396  0.0965
H -2.958 9.658 -2.634  0.0914
H -4.053 10.218 -1.345  0.0918
C -5.083 -1.165 0.107  -0.0694
C -6.396 -1.744 0.600  -0.2443
O -6.210 -3.034 1.180  0.0392
C -5.721 -3.018 2.432  -0.6077
O -5.486 -2.025 3.070  0.1271
O -5.568 -4.269 2.830  0.0177
C -5.034 -4.418 4.155  -0.0189
H -4.596 -1.865 -0.573  0.0872
H -5.253 -0.224 -0.421  0.0306
H -4.412 -0.972 0.943  0.0841
H -7.078 -1.921 -0.234  0.1106
H -6.882 -1.082 1.320  0.1189
H -5.629 -3.859 4.873  0.0983
H -4.002 -4.073 4.183  0.1009
H -5.079 -5.480 4.372  0.0972
C 3.634 -12.591 6.533  -0.0636
C 2.910 -12.167 5.275  -0.2074
O 2.505 -10.787 5.332  0.0377
C 3.464 -9.900 5.084  -0.6120
O 4.604 -10.148 4.780  0.1147
O 2.946 -8.677 5.207  0.0075
C 3.892 -7.624 5.012  -0.0333
H 3.021 -12.389 7.411  0.0823
H 3.844 -13.661 6.496  0.0813
H 4.578 -12.059 6.638  0.0758
H 1.978 -12.718 5.157  0.1225
H 3.521 -12.326 4.386  0.1223
H 4.414 -7.742 4.065  0.0844
H 4.613 -7.610 5.828  0.1002
H 3.325 -6.698 5.009  0.0920

Output
**HOMO-LUMO gap**: 7.499 eV
**Total charge**: +1



# 2
Molecular formula: C36H78F3N3O11S
Method: DFT, ωB97M-V/def2-TZVPD

Last column: Löwdin charge in e.
Atoms and positions in Å:
C 5.585 3.874 2.637  -0.1068
C 6.664 3.345 3.592  -0.2474
C 7.443 2.121 3.068  -0.2083
C 7.096 0.814 3.788  -0.1982
C 5.588 0.477 3.755  -0.1918
C 5.291 -0.960 3.313  -0.1766
C 5.923 -1.364 1.955  -0.1295
C 5.037 -2.003 0.832  -0.2077
C 4.994 -3.517 1.190  -0.1823
C 4.635 -3.903 2.634  -0.0698
C 5.719 -1.959 -0.651  -0.4051
N 5.851 -3.210 -1.364  -0.0055
C 6.966 -4.153 -1.198  -0.2621
C 7.552 -4.630 -2.535  -0.0842
S 7.319 -1.027 -0.719  0.6880
C 7.839 -1.215 -2.399  -0.1215
O 7.046 0.370 -0.518  -0.2961
O 8.283 -1.702 0.121  -0.3090
N 4.747 -1.177 -1.428  0.1430
C 3.501 -1.562 -0.969  -0.4219
O 2.578 -1.929 -1.648  0.1365
C 3.573 -1.435 0.566  -0.1422
C 2.403 -2.172 1.242  -0.1093
C 0.984 -1.719 0.883  -0.1800
C -0.075 -2.331 1.812  -0.2745
N -1.248 -1.446 1.916  0.0001
C 3.408 0.101 0.765  -0.5836
F 2.832 0.411 1.934  0.1490
F 2.610 0.627 -0.168  0.1548
F 4.532 0.779 0.690  0.1812
H 4.633 3.352 2.764  0.0461
H 5.894 3.756 1.594  0.0759
H 5.385 4.934 2.808  0.0706
H 7.367 4.160 3.786  0.0973
H 6.190 3.100 4.548  0.1030
H 8.515 2.306 3.193  0.1046
H 7.265 2.005 1.993  0.0994
H 7.680 0.006 3.337  0.1052
H 7.421 0.908 4.830  0.1104
H 5.060 1.199 3.139  0.0784
H 5.181 0.592 4.766  0.1143
H 4.217 -1.146 3.350  0.0896
H 5.719 -1.610 4.085  0.1133
H 6.465 -0.507 1.573  0.0693
H 6.687 -2.116 2.165  0.1149
H 4.332 -4.056 0.506  0.1112
H 6.012 -3.871 1.018  0.1007
H 4.178 -4.895 2.647  0.0836
H 3.957 -3.215 3.128  0.0517
H 5.534 -3.966 3.253  0.0825
H 4.965 -3.691 -1.397  0.1244
H 7.722 -3.738 -0.537  0.0936
H 6.591 -5.045 -0.681  0.1102
H 8.615 -4.863 -2.448  0.0761
H 7.400 -3.885 -3.317  0.0587
H 7.039 -5.535 -2.873  0.0705
H 8.433 -0.316 -2.576  0.0796
H 8.474 -2.094 -2.463  0.0576
H 6.996 -1.286 -3.082  0.0674
H 4.868 -1.287 -2.429  0.1457
H 2.488 -3.230 0.976  0.1283
H 2.503 -2.113 2.327  0.1021
H 0.744 -1.997 -0.141  0.1099
H 0.892 -0.635 0.958  0.1010
H 0.343 -2.519 2.808  0.1006
H -0.370 -3.310 1.413  0.1097
H -2.094 -1.940 1.660  0.0592
H -1.158 -0.721 1.212  0.0401
C -1.299 0.992 -1.857  -0.1034
O -2.047 1.242 -0.681  -0.1999
C -2.251 2.620 -0.413  -0.2023
C -3.628 3.093 -0.817  -0.1990
O -3.832 3.020 -2.218  -0.1854
C -4.554 1.877 -2.631  -0.1050
H -1.394 -0.069 -2.084  0.0895
H -1.674 1.573 -2.703  0.0850
H -0.239 1.223 -1.704  0.0851
H -1.486 3.221 -0.915  0.1167
H -2.130 2.761 0.665  0.1277
H -3.738 4.140 -0.521  0.1273
H -4.389 2.508 -0.290  0.1273
H -5.620 1.980 -2.393  0.0764
H -4.170 0.965 -2.166  0.0852
H -4.447 1.795 -3.711  0.0917
C 1.852 4.131 3.851  -0.1030
O 2.400 4.617 2.641  -0.2071
C 1.861 4.004 1.484  -0.2036
C 0.820 4.871 0.811  -0.2006
O -0.327 5.073 1.620  -0.1972
C -0.349 6.327 2.273  -0.1086
H 2.156 4.814 4.642  0.0906
H 0.760 4.091 3.813  0.0855
H 2.237 3.131 4.081  0.0854
H 1.431 3.027 1.731  0.1236
H 2.685 3.841 0.782  0.1281
H 0.493 4.369 -0.106  0.1128
H 1.261 5.833 0.530  0.1284
H -0.595 7.131 1.571  0.0882
H 0.610 6.549 2.749  0.0845
H -1.123 6.281 3.038  0.0888
C -11.627 1.539 -4.080  -0.1120
O -11.010 2.067 -2.922  -0.1874
C -10.165 1.144 -2.255  -0.2040
C -8.705 1.356 -2.583  -0.2125
O -8.416 1.100 -3.948  -0.1947
C -8.315 2.270 -4.738  -0.1094
H -12.055 2.376 -4.629  0.0883
H -10.908 1.021 -4.719  0.0833
H -12.431 0.844 -3.813  0.0882
H -10.445 0.113 -2.495  0.1165
H -10.306 1.289 -1.180  0.1279
H -8.111 0.656 -1.989  0.1182
H -8.403 2.375 -2.315  0.1252
H -7.376 2.799 -4.538  0.0827
H -9.152 2.950 -4.558  0.0851
H -8.328 1.959 -5.781  0.0894
C -10.731 -5.134 -1.442  -0.1114
O -9.351 -5.165 -1.749  -0.1891
C -8.982 -4.312 -2.819  -0.2062
C -8.383 -3.011 -2.334  -0.2007
O -9.319 -2.226 -1.614  -0.2095
C -9.182 -2.310 -0.208  -0.1072
H -10.860 -5.631 -0.482  0.0890
H -11.106 -4.110 -1.368  0.0826
H -11.313 -5.673 -2.199  0.0884
H -9.846 -4.106 -3.460  0.1270
H -8.235 -4.840 -3.418  0.1259
H -8.062 -2.425 -3.201  0.1273
H -7.502 -3.214 -1.717  0.1279
H -8.309 -1.743 0.135  0.0883
H -9.088 -3.346 0.126  0.0844
H -10.077 -1.874 0.232  0.0898

Output
**HOMO-LUMO gap**: 9.558 eV
**Total charge**: 0
**SMILES**: CCCCCCC[C@]1(CC)[C@](NCC)(S(C)(=O)=O)NC(=O)[C@]1(CCCN)C(F)(F)F.COCCOC.COCCOC.COCCOC.COCCOC



# 3
Molecular formula: C36H78N4O4S
Method: DFT, ωB97M-V/def2-TZVPD

Last column: Löwdin charge in e.
Atoms and positions in Å:
H -4.041 -2.928 0.291  0.0428
N -3.826 -2.235 -0.426  0.1065
C -2.871 -2.643 -1.146  -0.2272
C -2.300 -1.855 -2.290  -0.1245
C -0.993 -1.127 -1.908  -0.2906
O 0.089 -1.430 -2.787  -0.0424
C 0.592 -2.748 -2.787  -0.3571
C 0.021 -3.641 -3.907  -0.1066
C -0.542 -2.926 -5.140  -0.1926
C 0.458 -2.851 -6.288  -0.2233
C 1.713 -2.030 -6.008  -0.2561
C 2.686 -2.096 -7.189  -0.1102
O 0.372 -3.352 -1.530  -0.1029
C 1.470 -4.114 -1.039  -0.1461
C 0.946 -5.162 -0.054  -0.1729
O 1.482 -5.008 1.244  -0.1503
C 2.494 -5.942 1.572  -0.2662
C 3.784 -5.756 0.769  -0.0676
C -1.109 0.413 -1.919  -0.6996
S -2.578 0.919 -0.964  0.8925
C -1.353 0.991 -3.334  -0.1571
C -0.074 1.436 -4.070  -0.1849
C 0.257 2.911 -3.829  -0.1859
C 1.161 3.538 -4.885  -0.2142
N 2.587 3.283 -4.593  0.0023
C 3.168 2.238 -5.359  -0.5175
N 3.055 2.375 -6.796  0.0813
N 3.730 1.281 -4.760  0.1740
H 4.119 0.632 -5.445  0.0501
O 0.070 1.016 -1.440  -0.1370
C 0.479 0.790 -0.105  -0.2210
C 1.779 1.546 0.113  -0.1633
C 2.933 1.089 -0.775  -0.2134
C 3.238 -0.401 -0.707  -0.2502
C 4.412 -0.791 -1.629  -0.0975
H -2.393 -3.610 -0.965  0.1123
H -2.080 -2.578 -3.070  0.0970
H -3.058 -1.179 -2.680  0.1037
H -0.750 -1.415 -0.887  0.1283
H 1.672 -2.646 -2.923  0.1375
H -0.725 -4.294 -3.452  0.1159
H 0.830 -4.295 -4.246  0.1177
H -0.899 -1.929 -4.880  0.1004
H -1.410 -3.481 -5.501  0.1130
H -0.036 -2.465 -7.185  0.1159
H 0.773 -3.872 -6.527  0.1111
H 2.211 -2.416 -5.115  0.0987
H 1.441 -0.992 -5.801  0.0987
H 2.702 -3.097 -7.617  0.0691
H 2.381 -1.400 -7.973  0.0677
H 3.701 -1.832 -6.890  0.0618
H 2.000 -4.587 -1.869  0.1288
H 2.148 -3.452 -0.495  0.1218
H 1.138 -6.174 -0.423  0.1241
H -0.136 -5.043 0.013  0.1237
H 2.690 -5.798 2.632  0.1159
H 2.107 -6.959 1.439  0.1140
H 3.879 -4.711 0.476  0.0710
H 4.657 -6.009 1.366  0.0726
H 3.786 -6.357 -0.139  0.0719
H -2.367 0.256 0.182  -0.1352
H -1.878 0.246 -3.930  0.1097
H -1.998 1.864 -3.230  0.0868
H 0.757 0.792 -3.792  0.0984
H -0.235 1.291 -5.145  0.1104
H -0.685 3.467 -3.801  0.1105
H 0.729 3.024 -2.854  0.1053
H 1.006 4.615 -4.918  0.1114
H 0.896 3.145 -5.872  0.0985
H 3.114 4.133 -4.754  0.1119
H 3.964 2.575 -7.195  0.0778
H 2.719 1.514 -7.212  0.0653
H 0.641 -0.274 0.091  0.1155
H -0.280 1.149 0.599  0.1019
H 1.591 2.609 -0.054  0.1155
H 2.054 1.436 1.166  0.1162
H 3.833 1.627 -0.462  0.1153
H 2.761 1.384 -1.812  0.0983
H 3.485 -0.671 0.324  0.1103
H 2.357 -0.965 -1.004  0.0758
H 4.118 -1.554 -2.352  0.0532
H 4.753 0.067 -2.207  0.0534
H 5.259 -1.176 -1.062  0.0623
C -3.452 -2.382 3.230  -0.1088
C -3.734 -0.958 2.760  -0.2688
C -2.724 0.065 3.276  -0.2314
C -2.670 0.211 4.798  -0.2228
C -3.999 0.583 5.452  -0.2662
C -4.548 1.927 4.985  -0.1034
H -3.511 -2.471 4.316  0.0650
H -4.174 -3.083 2.806  0.0629
H -2.454 -2.703 2.921  0.0757
H -4.746 -0.668 3.053  0.1042
H -3.720 -0.938 1.667  0.0589
H -2.943 1.037 2.824  0.1009
H -1.725 -0.213 2.920  0.1067
H -1.928 0.977 5.047  0.1011
H -2.302 -0.718 5.242  0.1031
H -3.852 0.617 6.535  0.0943
H -4.743 -0.199 5.273  0.0988
H -3.830 2.727 5.180  0.0550
H -5.474 2.175 5.506  0.0724
H -4.765 1.926 3.915  0.0681
C 0.620 6.595 6.456  -0.1121
C 0.435 5.091 6.284  -0.2697
C -0.958 4.700 5.794  -0.2291
C -2.102 5.094 6.730  -0.2275
C -1.992 4.538 8.150  -0.2642
C -1.976 3.014 8.199  -0.1046
H -0.057 7.001 7.210  0.0642
H 1.637 6.832 6.769  0.0681
H 0.429 7.120 5.517  0.0747
H 0.656 4.586 7.228  0.0976
H 1.171 4.721 5.565  0.1041
H -0.983 3.620 5.621  0.0909
H -1.134 5.162 4.818  0.1109
H -3.042 4.748 6.289  0.0967
H -2.179 6.183 6.779  0.1016
H -2.842 4.907 8.731  0.1045
H -1.097 4.930 8.642  0.0980
H -2.873 2.606 7.728  0.0609
H -1.943 2.653 9.228  0.0706
H -1.109 2.603 7.680  0.0666

Output
**HOMO-LUMO gap**: 9.416 eV
**Total charge**: 0
**SMILES**: [H]/N=C/C[C@@H](O[C@H](CCCCC)OCCOCC)[C@](S)(CCCCN/C(N)=N/[H])OCCCCC.CCCCCC.CCCCCC